A cluster of 5 separate species, CH12NO4 in total in a non-equilibrium geometry. Source: OMol25; level of theory: ωB97M-V/def2-TZVPD.

Calculated values
- electronic energy (eV) = -10903.8258
- Kohn-Sham gap (eV) = 9.8

```
! wB97M-V def2-TZVPD RIJCOSX def2/J DEFGRID3
* xyz 1 1
C 0.249 -1.149 2.763
N 1.159 -1.323 1.861
H -0.105 -1.918 3.452
H -0.021 -0.105 2.910
H 1.035 -0.826 0.943
H 2.109 -1.663 1.994
H 1.679 1.043 -3.429
H 1.148 -0.149 -4.200
O 1.232 0.209 -3.319
H 0.897 -0.084 -1.529
H 0.029 0.250 -0.428
O 0.849 -0.262 -0.551
H -2.687 0.241 2.116
H -1.920 0.904 1.042
O -1.803 0.238 1.726
H -1.928 1.397 -2.169
H -1.576 2.604 -1.500
O -1.336 1.666 -1.450
*
```

A structure of composition C35H41Cl5N8O7PRuS3. Source: OMol25; level of theory: ωB97M-V/def2-TZVPD.

Calculated values
- electronic energy (eV) = -170200.2050
- Kohn-Sham gap (spin up / spin down) (eV) = 4.6 / 4.4

```
! wB97M-V def2-TZVPD RIJCOSX def2/J DEFGRID3
* xyz 0 2
Ru -0.493 0.434 0.490
C 3.586 -0.645 4.892
O 2.370 -0.143 4.336
C 2.337 0.376 3.102
O 1.285 0.823 2.687
N 3.491 0.310 2.389
N 3.482 0.777 1.067
H 3.361 -0.872 5.929
H 4.377 0.105 4.844
H 3.893 -1.567 4.392
H 4.181 -0.378 2.651
H 3.125 0.060 0.441
H 4.427 1.028 0.811
N 4.603 4.060 -5.813
C 3.504 3.451 -5.261
C 2.248 4.066 -5.310
C 1.151 3.467 -4.724
C 1.292 2.246 -4.080
C 2.533 1.618 -4.031
C 3.631 2.215 -4.609
S -0.100 1.467 -3.351
O -0.198 0.126 -3.859
O -1.222 2.354 -3.504
N 0.298 1.303 -1.776
C 0.780 2.307 -1.046
S 1.594 3.790 -1.463
C 1.612 4.227 0.221
C 1.062 3.261 0.979
N 0.598 2.188 0.259
H 4.453 4.811 -6.463
H 5.422 3.504 -5.979
H 2.141 5.018 -5.815
H 0.179 3.939 -4.753
H 2.632 0.657 -3.542
H 4.598 1.730 -4.571
H 2.053 5.153 0.545
H 0.977 3.250 2.052
C -4.209 3.970 0.448
C -2.762 3.457 0.515
C -2.016 3.988 -0.704
P -2.611 1.634 0.867
C -2.979 1.550 2.679
C -4.219 2.262 3.228
C -1.765 2.068 3.458
C -3.889 0.708 -0.113
C -5.332 0.698 0.387
C -3.817 1.106 -1.592
H -4.182 5.059 0.517
H -4.856 3.607 1.238
H -4.665 3.724 -0.508
H -2.293 3.896 1.404
H -2.340 3.520 -1.631
H -0.944 3.865 -0.616
H -2.211 5.060 -0.787
H -3.088 0.479 2.861
H -4.101 3.345 3.187
H -4.317 1.995 4.282
H -5.146 1.992 2.734
H -1.688 3.154 3.365
H -0.818 1.631 3.145
H -1.895 1.845 4.519
H -3.526 -0.318 -0.035
H -5.777 1.690 0.425
H -5.423 0.232 1.368
H -5.923 0.102 -0.310
H -4.351 2.035 -1.779
H -4.291 0.327 -2.191
H -2.798 1.222 -1.959
Cl -0.976 -1.097 3.214
C -1.499 -2.041 1.853
C -1.494 -1.397 0.623
C -1.832 -2.194 -0.471
Cl -1.915 -1.451 -2.026
C -2.087 -3.559 -0.353
Cl -2.442 -4.500 -1.745
C -2.029 -4.172 0.900
Cl -2.276 -5.853 1.059
C -1.748 -3.397 2.027
Cl -1.651 -4.123 3.575
O 1.175 -7.185 2.965
S 2.264 -7.878 2.301
O 3.589 -7.525 2.778
O 2.041 -9.279 2.045
C 2.271 -7.092 0.656
N 2.404 -7.821 -0.448
C 2.398 -7.162 -1.600
C 2.255 -5.784 -1.691
C 2.140 -5.120 -0.477
N 2.155 -5.772 0.682
C 1.919 -3.651 -0.338
C 1.721 -2.781 -1.405
C 1.320 -1.481 -1.163
N 1.134 -1.001 0.080
C 1.440 -1.817 1.111
C 1.830 -3.121 0.953
H 2.505 -7.763 -2.497
H 2.230 -5.284 -2.647
H 1.787 -3.111 -2.432
H 1.071 -0.819 -1.978
H 1.276 -1.419 2.100
H 1.992 -3.764 1.806
*
```

A structure of composition C7H16O2 in a non-equilibrium geometry. Source: OMol25; level of theory: ωB97M-V/def2-TZVPD.

Calculated values
- electronic energy (eV) = -11609.9112
- Kohn-Sham gap (eV) = 8.7

```
! wB97M-V def2-TZVPD RIJCOSX def2/J DEFGRID3
* xyz 0 1
C 0.809 -1.019 1.399
C 2.041 -1.823 1.083
C -0.346 -0.987 -1.381
C 0.558 -0.033 -0.643
O -0.309 -1.790 1.755
O 1.685 0.264 -1.022
H -0.352 -2.559 1.170
H 0.992 -0.317 2.217
H 2.390 -2.365 1.967
H 2.836 -1.168 0.724
H 1.839 -2.562 0.301
H 0.213 -1.903 -1.591
H -0.630 -0.545 -2.337
H -1.241 -1.234 -0.812
C -0.480 1.468 -0.066
C -0.439 2.335 -1.307
C -1.890 1.175 0.415
H 0.114 1.946 0.722
H 0.288 0.105 0.670
H -2.496 0.736 -0.381
H -1.900 0.489 1.264
H 0.584 2.451 -1.671
H -0.839 3.332 -1.093
H -1.040 1.906 -2.114
H -2.388 2.099 0.729
*
```

A cluster of 2 separate species, C12H20N3O6 in total. Source: OMol25; level of theory: ωB97M-V/def2-TZVPD.

Calculated values
- electronic energy (eV) = -29525.1217
- Kohn-Sham gap (eV) = 6.9

```
! wB97M-V def2-TZVPD RIJCOSX def2/J DEFGRID3
* xyz -1 1
C 3.415 1.563 -1.050
C 2.923 1.028 -2.377
N 3.157 1.630 -3.473
C 2.114 -0.249 -2.446
C 1.354 -0.567 -1.173
C 0.177 0.361 -0.898
C -0.441 -0.320 0.338
C 0.358 -0.006 1.635
N 1.175 -1.132 2.119
C -1.923 0.037 0.554
C -2.247 1.525 0.423
O -3.263 1.806 -0.572
C -2.840 1.665 -1.834
O -3.293 0.881 -2.619
C -0.281 -1.799 -0.102
O -0.827 -2.761 0.346
N 0.681 -1.880 -1.186
H 3.441 0.827 -0.253
H 2.788 2.398 -0.740
H 4.428 1.943 -1.183
H 3.719 2.465 -3.302
H 2.778 -1.075 -2.705
H 1.381 -0.095 -3.238
H 2.017 -0.646 -0.313
H -0.522 0.134 -1.711
H 0.363 1.434 -0.865
H 0.995 0.869 1.450
H -0.362 0.242 2.411
H 1.244 -1.097 3.129
H 2.128 -1.034 1.786
H -2.198 -0.279 1.558
H -2.526 -0.514 -0.170
H -2.673 1.888 1.354
H -1.370 2.147 0.219
H -2.040 2.364 -2.133
H 0.193 -2.040 -2.063
C -2.835 -1.991 4.088
O -2.410 -1.310 3.119
O -2.981 -3.362 3.778
O -3.129 -1.658 5.233
H -2.668 -3.393 2.867
*
```

A structure of composition C2H8AlN4O2 in a non-equilibrium geometry. Source: OMol25; level of theory: ωB97M-V/def2-TZVPD.

Calculated values
- electronic energy (eV) = -18822.1688
- Kohn-Sham gap (eV) = 3.5

```
! wB97M-V def2-TZVPD RIJCOSX def2/J DEFGRID3
* xyz 3 1
Al -1.894 -0.753 -1.554
C 1.084 -1.610 -0.668
O 0.046 -0.985 -0.987
N 0.963 -2.553 0.268
N 2.251 -1.322 -1.175
H 0.037 -2.703 0.644
H 1.734 -3.011 0.733
H 2.589 -2.110 -1.709
H 2.095 -0.541 -1.797
C -1.254 1.642 0.317
O -1.736 0.841 -0.416
N -1.588 2.976 0.451
N -0.488 1.203 1.333
H -1.151 3.455 1.224
H -2.340 3.431 -0.046
H -0.412 0.207 1.482
H 0.064 1.831 1.900
*
```

A structure of composition C39H46CoN2P2Si2Te. Source: OMol25; level of theory: ωB97M-V/def2-TZVPD.

Calculated values
- electronic energy (eV) = -123425.5625
- Kohn-Sham gap (spin up / spin down) (eV) = 7.4 / 7.8

```
! wB97M-V def2-TZVPD RIJCOSX def2/J DEFGRID3
* xyz 0 2
Co 0.835 -0.246 0.268
C 1.006 2.049 3.204
Si 0.151 0.378 3.401
C -1.257 0.580 4.627
C 1.342 -0.907 4.099
N -0.416 -0.237 1.898
P -1.594 0.266 0.920
C -0.908 0.307 -0.638
P -0.656 -1.144 -1.490
N 0.343 -2.072 -0.629
Si 1.302 -3.394 -1.184
C 1.657 -4.481 0.298
C 0.435 -4.426 -2.490
C 2.954 -2.896 -1.946
C -2.134 -2.028 -2.043
C -2.548 -3.157 -1.344
C -3.740 -3.784 -1.673
C -4.528 -3.283 -2.699
C -4.134 -2.140 -3.384
C -2.945 -1.509 -3.050
C 0.268 -0.636 -2.988
C 0.027 -1.015 -4.299
C 0.873 -0.586 -5.320
C 1.964 0.217 -5.035
C 2.229 0.585 -3.717
C 1.385 0.154 -2.715
C -2.184 1.929 1.362
C -3.223 2.118 2.269
C -3.598 3.398 2.652
C -2.933 4.499 2.132
C -1.901 4.319 1.220
C -1.533 3.040 0.831
C -3.075 -0.757 1.102
C -4.163 -0.541 0.257
C -5.286 -1.344 0.352
C -5.329 -2.369 1.291
C -4.246 -2.594 2.126
C -3.116 -1.790 2.029
H 1.962 2.098 3.727
H 0.381 2.858 3.591
H 1.191 2.265 2.148
H -0.883 0.548 5.653
H -1.990 -0.224 4.516
H -1.777 1.529 4.488
H 2.259 -0.473 4.501
H 1.606 -1.631 3.323
H 0.869 -1.470 4.908
H 0.755 -5.008 0.619
H 2.007 -3.881 1.141
H 2.424 -5.227 0.074
H -0.562 -4.754 -2.192
H 1.039 -5.317 -2.684
H 0.340 -3.881 -3.433
H 3.757 -2.876 -1.205
H 2.914 -1.921 -2.435
H 3.234 -3.628 -2.709
H -1.932 -3.533 -0.535
H -4.058 -4.660 -1.122
H -5.457 -3.775 -2.958
H -4.756 -1.739 -4.174
H -2.658 -0.598 -3.562
H -0.811 -1.660 -4.536
H 0.673 -0.883 -6.342
H 2.616 0.550 -5.832
H 3.089 1.202 -3.485
H 1.577 0.413 -1.670
H -3.745 1.261 2.679
H -4.410 3.535 3.355
H -3.225 5.498 2.429
H -1.390 5.177 0.803
H -0.753 2.886 0.094
H -4.124 0.255 -0.479
H -6.127 -1.178 -0.309
H -6.209 -2.997 1.365
H -4.277 -3.398 2.851
H -2.251 -1.968 2.658
C 4.239 0.253 2.577
Te 3.301 -0.751 0.948
C 4.360 0.649 -0.265
C 5.505 1.125 0.593
C 6.602 1.777 0.037
C 7.640 2.218 0.841
C 7.589 2.009 2.213
C 6.498 1.365 2.773
C 5.449 0.923 1.971
H 4.511 -0.492 3.322
H 3.558 0.969 3.026
H 3.695 1.469 -0.535
H 4.691 0.149 -1.174
H 6.643 1.931 -1.034
H 8.491 2.718 0.398
H 8.401 2.343 2.845
H 6.458 1.198 3.842
*
```

The molecule C5H8N2. Source: OMol25; level of theory: ωB97M-V/def2-TZVPD.

Calculated values
- electronic energy (eV) = -8294.8316
- SMILES = Cc1cc(N)c[nH]1
- Kohn-Sham gap (eV) = 8.4

```
! wB97M-V def2-TZVPD RIJCOSX def2/J DEFGRID3
* xyz 0 1
C 2.303 -0.543 -0.037
C 0.871 -0.120 0.072
C -0.274 -0.818 -0.233
C -1.375 0.080 -0.115
N -2.713 -0.210 -0.455
C -0.874 1.293 0.291
N 0.499 1.153 0.400
H 2.923 -0.102 0.753
H 2.376 -1.634 0.039
H 2.724 -0.242 -1.006
H -0.317 -1.861 -0.539
H -3.381 0.245 0.153
H -2.890 -1.206 -0.448
H -1.358 2.244 0.481
H 1.126 1.884 0.690
*
```

A cluster of 2 separate species, C4H13N2S in total in a non-equilibrium geometry. Source: OMol25; level of theory: ωB97M-V/def2-TZVPD.

Calculated values
- electronic energy (eV) = -18163.1829
- Kohn-Sham gap (eV) = 9.1

```
! wB97M-V def2-TZVPD RIJCOSX def2/J DEFGRID3
* xyz 1 1
C 1.250 2.017 -1.430
C -1.458 -1.285 1.449
C 0.294 -1.965 -0.254
C -0.018 0.576 0.095
N 1.075 0.730 -0.791
N -0.075 -0.917 0.711
S -0.165 1.660 1.448
H 1.462 2.791 -0.553
H 1.993 2.019 -2.130
H 0.322 2.336 -1.899
H -2.033 -0.426 1.236
H -1.983 -2.112 0.902
H -1.204 -1.587 2.509
H 1.489 -2.103 -0.247
H -0.161 -2.962 0.069
H -0.132 -1.641 -1.192
H -1.573 0.773 -0.903
H 1.051 0.020 -1.524
H 0.604 -0.766 1.538
H -0.739 2.842 0.967
*
```